[1]
{
  "formula": "C30H48BrN3P2SeW",
  "method": "ωB97M-V with the def2-TZVPD basis set",
  "lumo_energy_ev": [-13.53, -13.54],
  "multiplicity": 3,
  "homo_ev": [-17.757, -17.654],
  "total_charge": 4,
  "de_lowest_kj_mol": 0.0,
  "molar_mass_da": 855.4,
  "total_energy_ev": -192108.2227,
  "elements": ["N", "C", "C", "C", "C", "C", "C", "W", "P", "C", "C", "C", "C", "C", "C", "C", "Br", "H", "H", "H", "H", "H", "H", "H", "H", "H", "H", "P", "C", "C", "H", "H", "H", "H", "H", "C", "C", "H", "H", "H", "H", "H", "C", "C", "H", "H", "H", "H", "H", "C", "C", "H", "H", "H", "H", "H", "C", "C", "H", "H", "H", "H", "H", "C", "C", "H", "H", "H", "H", "H", "C", "N", "C", "C", "N", "C", "C", "Se", "H", "H", "H", "H", "H", "H", "H", "H"],
  "positions_angstrom": [[7.989588, -7.145879, -1.150257], [7.448540, -7.243652, 0.058979], [6.572201, -6.271898, 0.556144], [6.179127, -5.213842, -0.295844], [6.761865, -5.148342, -1.581233], [7.691677, -6.129993, -1.950322], [5.155507, -4.255204, 0.097483], [-0.511015, 0.230669, 0.549338], [-5.894392, 0.596864, -1.892769], [4.329099, -3.663873, -0.810631], [3.233227, -2.785157, -0.470938], [2.237036, -2.492053, -1.427515], [1.124796, -1.737959, -1.074124], [1.063303, -1.155343, 0.207997], [2.048310, -1.445179, 1.175016], [3.127906, -2.255378, 0.830522], [-2.383067, 1.908568, 0.817197], [5.032072, -4.099630, 1.178035], [4.439660, -3.937935, -1.868841], [6.161140, -6.367028, 1.565197], [6.476907, -4.361457, -2.277429], [7.704351, -8.112275, 0.670802], [8.170765, -6.074671, -2.926273], [2.366196, -2.900870, -2.427572], [3.899903, -2.491428, 1.563639], [0.281917, -1.616088, -1.760988], [1.988094, -1.067462, 2.200207], [0.704286, 1.947149, -0.499156], [-5.452917, -0.845722, -0.810577], [-6.456886, -1.964833, -1.072718], [-5.487037, -0.522750, 0.239775], [-4.426204, -1.168408, -1.031655], [-6.447578, -2.689078, -0.254351], [-7.472835, -1.563854, -1.163942], [-6.213815, -2.494924, -1.998911], [-4.625582, 0.402764, -3.230541], [-5.098779, 1.159300, -4.466606], [-4.510665, -0.670407, -3.431511], [-3.656668, 0.782338, -2.878653], [-4.603014, 0.770161, -5.358688], [-6.180595, 1.049756, -4.599974], [-4.870198, 2.227608, -4.392123], [-5.069238, 1.961778, -0.986116], [-5.980576, 2.755637, -0.064427], [-4.530774, 2.606737, -1.696449], [-4.310045, 1.431663, -0.393047], [-5.460463, 3.661556, 0.263953], [-6.907854, 3.044801, -0.570395], [-6.234397, 2.175611, 0.829692], [0.429519, 3.727018, -0.125489], [1.606435, 4.664971, -0.406390], [0.096569, 3.802308, 0.919719], [-0.437324, 4.040667, -0.727044], [2.439148, 4.495040, 0.285395], [1.983929, 4.572371, -1.432041], [1.260917, 5.697960, -0.281854], [-0.112880, 1.820761, -2.160123], [0.733963, 1.284811, -3.329400], [-0.404980, 2.853895, -2.414644], [-1.061258, 1.265679, -2.081347], [1.392272, 2.060431, -3.741039], [1.356607, 0.423593, -3.072853], [0.076636, 0.979811, -4.152815], [2.490093, 1.748515, -0.838404], [3.395910, 1.830206, 0.388558], [2.741461, 2.551343, -1.547690], [2.635473, 0.789489, -1.361531], [4.225750, 1.127105, 0.238497], [3.858395, 2.821516, 0.486391], [2.910982, 1.595327, 1.348455], [1.127471, 2.064025, 4.288192], [-0.309778, 2.102782, 4.493637], [-1.015994, 2.971622, 5.322412], [-2.309704, 2.567984, 5.297864], [-2.383421, 1.459062, 4.465811], [-3.579974, 0.665745, 4.262624], [-1.150135, 1.193585, 3.961803], [-0.534314, -0.255225, 2.857131], [1.534297, 1.095385, 4.614799], [1.563380, 2.869546, 4.888638], [1.379355, 2.211231, 3.227112], [-0.523268, 3.756675, 5.852754], [-3.184502, 2.929819, 5.819446], [-4.014362, 0.441287, 5.246469], [-4.311383, 1.220224, 3.659414], [-3.308167, -0.266953, 3.758146]],
  "atomic_forces_ev_per_a": [[0.29, -0.43, -0.10], [-0.54, 0.54, 0.49], [0.11, -0.22, 0.35], [-0.60, 0.61, 0.05], [0.14, -0.53, -0.44], [-0.74, 1.03, 0.13], [1.92, -1.68, 1.04], [0.26, -0.52, -0.11], [4.21, -0.52, 0.87], [-2.20, 1.81, -1.20], [2.35, -1.62, -0.37], [-1.79, 0.85, -0.74], [1.42, -1.57, -1.34], [-3.09, 2.15, 1.02], [2.70, -1.35, 0.28], [-1.40, 1.30, 1.71], [0.66, -0.53, -0.16], [-0.08, -0.18, -0.47], [-0.17, 0.10, 0.51], [0.14, 0.04, -0.35], [0.27, -0.17, 0.11], [0.03, 0.27, -0.28], [0.01, -0.17, 0.23], [-0.24, 0.04, 0.13], [-0.35, 0.17, -0.12], [0.44, 0.00, -0.08], [0.05, -0.08, -0.50], [1.40, 1.55, -1.34], [-1.33, -0.10, 0.32], [-0.12, -0.52, 0.06], [-0.15, 0.07, -0.28], [-0.16, 0.39, -0.25], [-0.04, 0.04, -0.19], [0.15, -0.24, 0.12], [-0.13, 0.05, 0.12], [-1.08, -0.46, -0.71], [0.11, 0.19, -0.51], [-0.17, 0.20, -0.01], [-0.35, -0.02, 0.35], [-0.11, 0.14, 0.05], [0.24, 0.01, -0.19], [-0.12, -0.15, -0.03], [-0.87, 0.83, -0.09], [0.03, 0.28, 0.32], [-0.42, -0.16, 0.02], [-0.47, -0.21, -0.49], [-0.23, -0.09, -0.02], [0.22, 0.10, 0.19], [-0.10, 0.09, -0.16], [-0.41, 0.24, 0.72], [0.19, 0.01, -0.01], [0.20, 0.11, -0.19], [0.17, -0.26, 0.23], [-0.21, 0.11, -0.17], [-0.14, 0.06, 0.19], [0.11, -0.24, 0.01], [0.03, -0.18, -0.64], [0.04, -0.13, -0.26], [-0.08, -0.39, 0.31], [0.04, -0.02, 0.01], [-0.13, -0.16, 0.26], [-0.15, 0.07, -0.01], [0.10, 0.07, 0.22], [-0.14, -0.06, -0.13], [0.66, 0.07, 0.21], [-0.05, -0.33, 0.10], [-0.22, 0.35, 0.19], [-0.20, 0.17, 0.26], [-0.24, -0.28, 0.01], [0.04, -0.07, -0.29], [0.70, 0.29, 0.09], [-0.67, -0.25, -0.08], [0.25, -0.85, -0.69], [0.03, -0.58, -0.33], [1.08, 0.10, -0.25], [-0.65, -0.27, 0.00], [-0.48, 1.03, 0.69], [-0.15, -0.50, 1.34], [-0.16, 0.39, 0.02], [0.05, -0.27, -0.22], [-0.16, 0.09, 0.37], [0.10, 0.27, 0.18], [0.14, 0.02, -0.06], [0.10, -0.02, -0.37], [0.26, -0.15, 0.18], [-0.13, 0.21, 0.15]]
}

[2]
{
  "formula": "C3HBrN2",
  "method": "ωB97M-V with the def2-TZVPD basis set",
  "lumo_energy_ev": -4.19,
  "homo_ev": -10.159,
  "de_lowest_kj_mol": 434.9,
  "molar_mass_da": 145.0,
  "total_energy_ev": -76143.8514,
  "elements": ["C", "C", "C", "N", "N", "Br", "H"],
  "positions_angstrom": [[-0.655713, -0.207150, -1.186204], [-0.417678, -0.009767, 1.909878], [0.654190, -0.115786, -0.770549], [-1.742298, -0.291258, -1.563360], [-0.648873, 0.156070, 3.014532], [1.632719, 1.428523, -1.054856], [1.177653, -0.960632, -0.349442]],
  "atomic_forces_ev_per_a": [[-1.11, -0.11, -0.48], [1.33, -0.33, -3.67], [0.72, 1.08, 2.24], [0.08, 0.00, -0.14], [-0.52, 0.29, 2.11], [-0.53, -0.82, 0.07], [0.02, -0.11, -0.12]]
}